1.
DFT (the ωB97M-V functional and the def2-TZVPD basis) results for 2 unconnected molecules or ions with the total composition C4H11N3O2 at a distorted geometry.

Properties
Energy relative to the best compared isomer or geometry (same formula, charge and spin), kcal/mol: 59.2
DFT total energy, eV: -12890.263
HOMO-LUMO gap, eV: 9.88
HOMO level, eV: -9.2490
LUMO energy, Eh: 0.02303

```
! wB97M-V def2-TZVPD RIJCOSX def2/J DEFGRID3
* xyz 0 1
C -2.098 -0.954 2.119
N -1.353 -0.303 1.140
C -0.638 0.727 1.364
N -0.372 1.011 2.886
N -0.271 1.609 0.376
H -3.051 -0.464 2.410
H -1.673 -1.018 3.169
H -2.315 -1.949 1.731
H -1.232 1.405 3.384
H 0.318 1.789 2.905
H -0.658 1.239 -0.522
H 0.661 1.847 0.207
C 2.384 -0.313 -3.195
C 1.041 -0.714 -2.536
O 0.040 -0.848 -3.151
O 0.966 -1.023 -1.210
H 2.370 -0.099 -4.394
H 2.967 -1.252 -3.048
H 3.013 0.524 -2.645
H -0.097 -1.213 -0.988
*
```

2.
DFT (the ωB97M-V functional and the def2-TZVPD basis) results for C17H24N2O4 in the gas phase.

Properties
Energy relative to the best compared isomer or geometry (same formula, charge and spin), kcal/mol: 21.9
DFT total energy, eV: -29189.539
HOMO-LUMO gap, eV: 9.08
HOMO level, eV: -8.4596
LUMO energy, Eh: 0.02267

```
! wB97M-V def2-TZVPD RIJCOSX def2/J DEFGRID3
* xyz 0 1
C -0.397 2.253 4.625
C 0.992 1.906 4.095
O 1.222 0.522 3.951
C 1.399 -0.185 5.165
C 1.830 -1.619 4.863
C 0.712 -2.444 4.220
N 0.392 -1.953 2.903
C 0.601 -2.684 1.784
O 0.865 -3.873 1.809
C 0.428 -1.931 0.507
C -0.032 -2.621 -0.610
C -0.196 -1.988 -1.825
C 0.121 -0.637 -1.945
N -0.014 0.066 -3.141
C -0.463 -0.354 -4.346
O -0.867 -1.462 -4.621
C -0.401 0.765 -5.408
C -1.710 0.821 -6.198
C -2.513 1.823 -5.372
C -1.423 2.799 -4.932
O -0.221 2.045 -4.816
C 0.606 0.055 -0.835
C 0.756 -0.583 0.379
H -0.514 1.940 5.659
H -0.545 3.328 4.573
H -1.159 1.764 4.022
H 1.115 2.314 3.088
H 1.762 2.346 4.747
H 2.171 0.318 5.768
H 0.465 -0.195 5.744
H 2.131 -2.091 5.799
H 2.689 -1.596 4.191
H 1.024 -3.485 4.104
H -0.183 -2.410 4.853
H 0.276 -0.953 2.836
H -0.259 -3.671 -0.506
H -0.561 -2.527 -2.684
H 0.261 1.045 -3.123
H 0.465 0.551 -6.047
H -2.169 -0.163 -6.256
H -1.536 1.202 -7.204
H -3.300 2.313 -5.938
H -2.951 1.327 -4.504
H -1.629 3.273 -3.969
H -1.270 3.583 -5.685
H 0.871 1.099 -0.935
H 1.160 -0.031 1.216
*
```

3.
DFT (the ωB97M-V functional and the def2-TZVPD basis) results for a molecular structure, C13H16Cl2N2Sm at a distorted geometry.

Properties
DFT total energy, eV: -59669.609
HOMO-LUMO gap (spin up / spin down), eV: 4.75 / 4.73
Expectation value of S²: 8.7684
HOMO level (spin up / spin down), eV: -2.7206 / -2.6976
LUMO energy (spin up / spin down), Eh: 0.07467 / 0.07463

```
! wB97M-V def2-TZVPD RIJCOSX def2/J DEFGRID3
* xyz -1 6
Sm 1.071 -0.199 -0.161
Cl 1.380 -2.762 -0.206
Cl 2.120 1.863 1.045
C 2.566 0.185 -1.524
H 3.026 1.172 -1.602
H 3.018 -0.605 -2.129
C -0.121 1.211 -1.708
C 0.857 0.462 -2.288
H 0.175 2.032 -1.040
C 0.394 -0.872 -2.964
H 1.355 1.033 -3.084
C -0.793 -0.548 -3.887
H 1.229 -1.301 -3.531
H 0.116 -1.622 -2.197
C -1.965 0.037 -3.101
H -0.460 0.190 -4.630
H -1.110 -1.444 -4.439
C -1.578 1.134 -2.057
H -2.696 0.458 -3.806
H -2.472 -0.784 -2.571
H -1.917 2.113 -2.445
H -2.182 0.941 -1.148
N 2.392 -0.099 6.578
C 1.583 -0.155 5.732
C 0.578 -0.219 4.696
C -0.784 -0.156 5.016
C -1.714 -0.195 3.984
C -1.256 -0.289 2.660
N 0.049 -0.351 2.357
C 0.957 -0.330 3.352
H -1.087 -0.075 6.060
H -2.783 -0.151 4.174
H -1.955 -0.313 1.817
H 2.008 -0.362 3.045
*
```

4.
DFT (the ωB97M-V functional and the def2-TZVPD basis) results for 2 unconnected molecules or ions with the total composition C2H5OPS at a distorted geometry.

Properties
Energy relative to the best compared isomer or geometry (same formula, charge and spin), kcal/mol: 19.9
DFT total energy, eV: -24325.376
HOMO-LUMO gap, eV: 9.21
HOMO level, eV: -9.9206
LUMO energy, Eh: -0.02594

```
! wB97M-V def2-TZVPD RIJCOSX def2/J DEFGRID3
* xyz 0 1
O -4.146 0.402 0.725
P -3.105 0.348 -0.216
S -2.737 -1.784 -0.554
H -1.614 -1.374 -1.174
C 1.790 0.914 -0.303
C 1.981 -0.018 0.619
H 0.826 1.266 -0.490
H 2.686 1.094 -0.987
H 2.997 -0.496 0.930
H 1.323 -0.352 1.450
*
```